1.
Here is the ion C6H11O2 with charge -1 from the OMol25 dataset. Energies are from the ωB97M-V functional and the def2-TZVPD basis.

Geometry as XYZ:
```
19
Properties=species:S:1:pos:R:3
O 1.671 1.726 -2.587
O 0.938 2.950 -0.840
C -1.101 0.287 -0.989
C 1.348 0.632 -0.486
C -0.979 -1.444 1.832
C 1.293 1.898 -1.406
C -0.009 0.237 0.081
C 0.044 -1.165 0.717
H 1.903 -0.134 -1.036
H -0.097 -1.876 -0.098
H -1.296 1.330 -1.245
H 1.071 -1.396 1.013
H -0.542 -2.081 2.587
H -1.888 -1.909 1.442
H -2.015 -0.168 -0.615
H -0.262 0.963 0.857
H 1.964 0.907 0.372
H -0.764 -0.265 -1.877
H -1.278 -0.494 2.278
```

Output
Relative energy (zero: lowest compared OMol25 entry of this formula, charge and spin): 2.2 kcal per mole
LUMO level: 3.63 eV
SMILES: CC[C@H](C)CC(=O)[O-]
Energy: -385.757159 Eh
HOMO level: -3.87 eV
Total charge: -1

=====

2.
Here is a cluster of 2 separate species, C20H53NO4PSi4 in total from the OMol25 dataset. Energies are from the ωB97M-V functional and the def2-TZVPD basis.

Geometry as XYZ:
```
83
Properties=species:S:1:pos:R:3
P 1.825 -0.083 4.699
Si -2.086 -1.034 -6.533
Si 2.250 -1.302 2.798
Si -2.762 1.522 -5.111
Si -0.052 0.208 1.570
O -2.944 4.010 0.871
O 0.498 -0.405 5.303
O -0.897 1.831 -0.504
O 1.274 -0.801 1.574
N -3.087 0.035 -5.760
C -3.036 -2.592 -7.057
C -1.281 -0.398 -8.140
C -2.285 2.037 -0.311
C 1.840 -3.062 3.223
C 5.401 -0.586 4.243
C 2.667 -3.687 4.367
C 1.874 -4.424 5.455
C -0.625 -1.689 -5.496
C -2.176 2.857 -6.339
C -4.316 2.260 -4.302
C 0.728 -3.612 6.041
C -3.509 5.303 0.821
C -1.467 1.547 -3.716
C 4.168 0.309 1.530
C 5.176 -1.492 3.024
C -3.501 5.890 2.226
C -2.586 3.517 -0.410
C 2.833 -4.825 6.569
C -0.502 0.495 -0.236
C 3.993 -1.098 2.129
H -2.043 0.057 -8.779
H -0.799 -1.204 -8.705
H 2.036 -3.590 2.282
H -0.453 1.373 -4.090
H -1.685 4.028 -0.771
H -2.645 6.545 2.388
H -4.680 1.593 -3.515
H -2.398 -3.319 -7.569
H -1.693 0.761 -2.990
H -3.855 -2.321 -7.729
H 3.362 -4.406 3.928
H 6.072 -1.464 2.396
H 5.075 -2.530 3.345
H -2.931 5.932 0.131
H -2.600 1.679 0.680
H 5.224 0.504 1.324
H -3.447 5.077 2.949
H -4.128 3.245 -3.859
H 4.858 0.356 4.151
H 3.986 -1.810 1.292
H 3.287 -2.932 4.874
H 0.766 -3.154 3.395
H -0.988 -2.023 -4.520
H 2.305 -5.331 7.381
H -1.458 2.506 -3.186
H 2.930 -0.287 5.557
H -0.123 -2.533 -5.980
H 1.109 -2.747 6.589
H 1.479 -5.349 5.016
H -0.521 0.361 -7.933
H 0.364 0.276 -0.866
H -4.411 6.457 2.426
H -2.837 2.872 -7.210
H 0.033 -3.230 5.296
H -2.842 1.478 -1.073
H -1.161 2.654 -6.692
H -1.130 -0.453 2.340
H 3.626 -5.481 6.203
H 3.808 1.106 2.185
H -3.470 -3.077 -6.178
H -1.286 -0.214 -0.538
H 3.630 0.396 0.587
H 0.125 -0.910 -5.326
H 3.308 -3.935 6.991
H -2.178 3.858 -5.892
H 2.028 1.283 4.391
H 0.298 1.484 2.239
H 5.064 -1.059 5.166
H -5.113 2.367 -5.043
H -4.533 5.244 0.426
H 6.457 -0.346 4.373
H -3.396 3.702 -1.127
H 0.161 -4.224 6.745
```

Output
Relative energy (zero: lowest compared OMol25 entry of this formula, charge and spin): 0.0 kcal per mole
LUMO level: 2.06 eV
Energy: -2649.083273 Eh
HOMO level: -3.83 eV
Total charge: -1

=====

3.
Here is a cluster of 2 separate species, I2NO in total from the OMol25 dataset. Energies are from the ωB97M-V functional and the def2-TZVPD basis.

Geometry as XYZ:
```
4
Properties=species:S:1:pos:R:3
I 0.817 -1.691 0.022
I -4.373 0.693 0.040
O 2.087 0.799 0.396
N 1.470 0.198 -0.458
```

Output
Relative energy (zero: lowest compared OMol25 entry of this formula, charge and spin): 16.4 kcal per mole
LUMO level: 1.20 eV
Energy: -725.380020 Eh
HOMO level: -3.24 eV
Total charge: -1

=====

4.
Here is a cluster of 2 separate species, C2H4N2O in total from the OMol25 dataset. Energies are from the ωB97M-V functional and the def2-TZVPD basis.

Geometry as XYZ:
```
9
Properties=species:S:1:pos:R:3
O 2.398 -0.812 -0.144
N -0.302 -0.061 -0.083
N 0.363 0.932 0.192
C 2.286 0.387 -0.055
C -1.670 -0.268 -0.078
H -1.782 -1.093 -0.758
H -1.850 -0.751 0.970
H -2.437 0.534 -0.143
H 2.993 1.132 0.100
```

Output
Relative energy (zero: lowest compared OMol25 entry of this formula, charge and spin): 94.1 kcal per mole
LUMO level (spin up / spin down): 0.40 / 0.40 eV
Energy: -263.213256 Eh
HOMO level (spin up / spin down): -7.82 / -7.82 eV

=====

5.
Here is a structure of composition C51H41IrN10S5Se from the OMol25 dataset. Energies are from the ωB97M-V functional and the def2-TZVPD basis.

Geometry as XYZ:
```
109
Properties=species:S:1:pos:R:3
Ir 0.119 -1.405 -0.099
Se -0.659 0.906 1.716
S -2.826 -3.893 -3.680
S -0.104 -3.002 -4.167
S -2.304 -5.218 -1.121
S 0.904 -3.697 -1.491
S -2.170 -2.439 -6.204
N 0.072 -0.046 -3.141
N 1.373 2.734 0.921
N 3.411 -1.123 0.025
N 1.511 -1.919 1.204
N -0.602 3.214 0.062
N -1.232 -2.372 0.986
N 1.488 -0.501 -1.261
N -3.176 -2.020 -0.378
N -1.298 -0.955 -1.416
N 0.180 -3.152 2.766
C -0.950 -3.112 2.106
C 4.665 -1.413 -2.805
C -2.534 -2.574 0.624
C -2.386 -4.748 3.510
C -2.551 5.105 1.488
C 5.116 -2.242 4.042
C -0.400 -3.734 -2.582
C -2.130 -3.857 2.481
C -3.654 -5.298 3.588
C -2.830 3.669 1.042
C -1.098 -0.271 -2.590
C -1.731 -3.069 -4.759
C -3.131 -3.514 1.550
C 2.518 5.571 -1.169
C -0.856 -5.961 -0.315
C 1.297 -2.563 2.390
C 2.945 3.041 2.826
C -3.072 6.159 0.517
C -2.714 0.490 -4.461
C 2.874 -3.102 4.379
C -1.656 -4.239 -2.416
C 2.801 -0.854 -1.107
C 1.550 3.816 0.091
C 4.175 -2.922 4.816
C 1.234 -0.328 -2.599
C 0.138 5.169 -1.355
C -5.000 -0.190 -4.027
C 2.820 -1.548 1.122
C 3.903 -1.244 -5.098
C -3.331 -0.700 -2.426
C -4.657 -0.767 -2.817
C 2.399 2.123 1.727
C 2.681 4.537 -0.266
C -2.621 -1.251 -1.297
C -4.640 -4.964 2.662
C 4.788 -1.731 2.799
C 2.437 -0.596 -3.352
C 0.912 4.354 3.673
C 0.289 4.127 -0.452
C 2.526 -2.572 3.145
C 2.672 -0.742 -4.711
C -4.043 0.417 -4.840
C 4.886 -1.567 -4.163
C -2.364 -0.069 -3.241
C -2.025 3.189 -0.170
C -4.393 -4.074 1.631
C 0.072 2.354 0.866
C 1.270 5.883 -1.701
C 3.429 -0.934 -2.406
C 1.988 3.319 3.987
C 3.487 -1.899 2.353
H -2.538 6.129 -0.428
H -5.380 -1.268 -2.194
H 3.654 4.295 0.129
H 5.404 -1.691 -2.070
H -0.139 -6.286 -1.062
H 5.828 -1.971 -4.506
H 3.379 6.144 -1.476
H -4.345 0.826 -5.792
H 2.147 -3.635 4.973
H -2.947 7.153 0.938
H 1.910 -0.512 -5.441
H -1.246 -6.817 0.230
H 0.406 4.652 4.588
H 1.355 5.243 3.226
H -2.316 2.157 -0.395
H 3.257 3.991 2.390
H 1.515 2.388 4.304
H 1.186 6.697 -2.405
H 0.163 3.953 2.995
H -1.977 0.948 -5.101
H 3.220 1.823 1.067
H 3.834 2.551 3.226
H 2.582 3.691 4.826
H -2.619 2.994 1.875
H -1.480 5.248 1.645
H 4.474 -3.324 5.773
H -1.616 -5.004 4.220
H 4.100 -1.421 -6.146
H 1.973 1.223 2.178
H -3.888 3.568 0.793
H -5.155 -3.816 0.914
H 5.513 -1.213 2.189
H -3.885 -5.993 4.382
H 6.117 -2.105 4.426
H -5.618 -5.413 2.756
H -0.819 5.411 -1.788
H -6.030 -0.218 -4.353
H -4.130 6.004 0.320
H -3.040 5.250 2.454
H -0.405 -5.251 0.372
H -2.235 3.808 -1.042
```

Output
LUMO level: -1.31 eV
Energy: -7012.523728 Eh
HOMO level: -6.20 eV

=====

6.
Here is a cluster of 9 separate species, C30H64N4O12S in total from the OMol25 dataset. Energies are from the ωB97M-V functional and the def2-TZVPD basis.

Geometry as XYZ:
```
111
Properties=species:S:1:pos:R:3
S -17.091 15.110 16.088
O -16.154 14.715 14.833
O -22.306 9.225 17.813
O -23.308 18.044 9.856
O -16.737 15.939 7.617
O -11.722 19.027 10.517
O -17.414 16.546 16.082
O -16.694 14.444 17.293
O -15.987 10.040 20.952
O -17.654 23.891 16.605
O -21.077 12.825 23.863
O -9.250 11.554 16.207
O -18.252 14.206 15.360
N -19.565 11.327 23.361
N -15.922 14.760 5.835
N -15.621 7.914 20.080
N -21.126 10.457 16.182
C -11.930 17.115 11.653
C -20.065 12.512 23.286
C -11.296 12.087 17.312
C -16.473 23.372 17.321
C -15.615 15.927 5.017
C -22.109 17.306 9.707
C -11.392 19.347 11.867
C -21.841 10.317 17.320
C -18.459 22.827 16.338
C -22.502 15.957 9.133
C -22.090 11.536 18.054
C -24.217 17.647 8.811
C -18.222 14.381 13.955
C -10.773 17.942 12.119
C -14.805 7.328 21.258
C -20.658 9.265 15.523
C -17.023 22.138 18.106
C -10.178 11.372 15.211
C -16.078 9.159 20.095
C -16.628 14.901 7.007
C -16.774 9.644 18.814
C -11.579 11.600 15.903
C -20.306 10.167 23.942
C -17.147 13.595 7.614
C -23.886 16.156 8.614
C -9.756 12.267 17.290
C -19.285 13.551 22.513
C -16.798 14.672 13.603
C -18.530 22.143 17.691
C -12.402 17.757 10.376
H -14.421 8.165 21.841
H -19.416 23.301 16.123
H -16.203 24.013 18.161
H -9.506 13.322 17.179
H -16.979 8.784 18.177
H -21.335 12.284 17.811
H -11.728 13.055 17.563
H -12.192 17.078 9.550
H -18.708 13.110 21.700
H -14.116 6.548 20.935
H -12.671 16.878 12.417
H -12.240 10.741 15.787
H -16.037 16.848 5.419
H -13.490 17.812 10.386
H -19.254 22.747 18.239
H -16.777 15.701 13.245
H -20.116 9.331 14.579
H -24.032 18.293 7.953
H -23.074 11.815 17.676
H -16.306 12.940 7.841
H -21.511 8.603 15.376
H -10.519 17.889 13.178
H -14.534 16.071 5.007
H -18.114 22.264 15.470
H -24.640 15.518 9.075
H -16.361 14.016 12.849
H -20.704 11.305 15.831
H -15.921 15.854 3.973
H -18.788 14.297 23.133
H -18.486 13.402 13.556
H -17.824 13.111 6.910
H -20.593 10.244 24.991
H -18.641 11.230 22.966
H -22.111 11.515 19.143
H -12.126 12.419 15.436
H -25.272 17.774 9.055
H -16.726 21.983 19.143
H -21.536 17.095 10.610
H -16.521 21.271 17.676
H -15.712 13.850 5.449
H -9.906 17.780 11.478
H -18.951 15.101 13.581
H -22.247 15.144 9.812
H -17.732 13.609 8.533
H -21.269 17.648 9.101
H -20.155 8.587 16.212
H -9.514 11.843 18.265
H -9.951 12.090 14.423
H -19.962 14.197 21.953
H -10.093 10.299 15.037
H -15.396 6.740 21.960
H -12.350 19.461 12.375
H -16.119 10.237 18.177
H -21.223 10.034 23.367
H -11.630 11.391 18.081
H -15.868 7.287 19.328
H -21.922 15.651 8.262
H -17.716 10.111 19.103
H -18.870 21.113 17.586
H -11.654 16.078 11.462
H -19.739 9.249 23.786
H -15.563 23.271 16.730
H -23.987 15.850 7.573
H -10.810 20.222 12.155
```

Output
Relative energy (zero: lowest compared OMol25 entry of this formula, charge and spin): 126.1 kcal per mole
LUMO level: -0.19 eV
SMILES: O=S1(=O)OCCO1.CNC(C)=O.CNC(C)=O.CNC(C)=O.CNC(C)=O.C1CCOC1.C1CCOC1.C1CCOC1.C1CCOC1
Energy: -2701.314339 Eh
HOMO level: -9.09 eV